C5H5N2 | ωB97M-V/def2-TZVPD

The geometry in XYZ format:
```
12
Properties=species:S:1:pos:R:3
C -1.48 -0.92 0.52
C 1.59 -2.63 1.31
C 1.10 -0.38 0.47
C -1.26 0.29 -0.08
C -1.44 1.37 -1.06
N -0.15 -0.41 0.28
N 1.79 -1.50 0.90
H 1.68 0.47 -0.06
H -2.34 1.36 -1.68
H -0.49 1.37 -1.58
H -1.71 2.22 -0.54
H 2.70 -1.24 1.51
```

Total charge: +1
E (Ha): -302.43798
Frontier orbital gap (eV): 7.26
Energy relative to the best compared isomer or geometry (same formula, charge and spin) (kcal/mol): 154.3
Max |F| (eV/A): 4.981

Mulliken atomic charge list, values in e, 8 entries: -0.41 0.20 -0.11 0.56 -0.95 0.03 0.05 0.28